Here is a structure of composition C3H5O3Zn in a non-equilibrium geometry from OMol25. Energies are from wB97M-V/def2-TZVPD.

Last column: Löwdin charge in e.
Element x y z (Å)
H (1.553, 1.056, -0.282)  0.166
C (0.788, 0.864, 0.635)  -0.363
C (1.096, -0.568, 0.356)  -0.047
O (0.131, -0.747, -0.824)  -0.022
C (-1.116, -0.428, -0.879)  -0.229
O (-1.830, -1.521, -1.024)  0.146
H (1.298, 1.079, 1.596)  0.143
H (0.656, -1.231, 1.112)  0.133
H (-2.761, -1.273, -1.066)  0.123
H (2.170, -0.776, 0.292)  0.152
Zn (-1.672, 1.893, -0.463)  1.171
O (-0.313, 1.652, 0.548)  -0.375

LUMO = -7.07 eV
Charge = +1

***

Here is a structure of composition C3H5O4Ru in a non-equilibrium geometry from OMol25. Energies are from wB97M-V/def2-TZVPD.

Last column: Mulliken spin population.
Element x y z (Å)
O (0.740, 0.622, -0.741)  0.027
C (0.295, 0.171, 0.407)  -0.026
C (2.181, 0.595, -0.761)  0.001
O (-0.862, 0.398, 0.786)  0.222
O (1.250, -0.131, 1.251)  0.015
C (2.539, 0.079, 0.637)  0.003
Ru (-2.463, -0.133, -0.011)  4.095
H (2.527, 1.616, -0.951)  0.001
H (2.503, -0.071, -1.568)  0.001
H (3.091, 0.805, 1.241)  0.001
H (3.062, -0.882, 0.625)  0.000
O (-2.194, -1.518, -1.150)  0.646
H (-1.842, -2.385, -0.949)  0.014

⟨S²⟩ = 8.760
LUMO (alpha / beta) = -10.07 / -13.09 eV
Charge = +2
Spin multiplicity = 6

***

Here is a structure of composition C3H5O4Tl in a non-equilibrium geometry from OMol25. Energies are from wB97M-V/def2-TZVPD.

Last column: Löwdin charge in e.
Element x y z (Å)
O (1.827, 2.458, 0.114)  0.038
C (2.030, 1.808, -0.961)  -0.645
O (3.028, 1.263, -1.379)  0.254
O (0.767, 1.352, -1.392)  0.016
H (0.769, 0.915, -2.251)  0.183
C (-1.465, -0.776, 1.269)  -0.087
O (-1.113, 0.403, 1.243)  -0.060
C (-0.929, -1.837, 0.400)  0.039
H (-2.373, -1.019, 1.850)  0.192
H (-0.011, -2.215, 0.893)  0.152
H (-0.878, -1.439, -0.626)  0.121
H (-1.672, -2.648, 0.341)  0.130
Tl (0.020, 1.737, 0.498)  1.668

LUMO = -12.42 eV
Charge = +2

***

Taking the records one at a time from the top gives electronic energy values of -2121.895116 -512.290579 -589.881980 Ha.
Taking the records one at a time from the top gives ΔE to the lowest compared entry with this formula, charge and spin values of 116.9 0.0 0.0 kcal per mole.